No. 1
109
Properties=species:S:1:pos:R:3:forces:R:3:nbo_charge:R:1 method="wB97M-V/def2-TZVPD" mol_weight_g_mol=1155.18 homo_energy_ev=-7.80 homo_lumo_gap_ev=4.95
K -0.1096 -0.4200 0.2412 0.1 1.8 0.1 0.819
O 1.5012 1.8484 3.0260 0.0 0.0 0.1 -0.984
S 1.7577 1.0283 1.8665 0.1 0.1 0.3 2.413
O 1.1866 1.5737 0.6223 0.3 0.7 0.4 -1.058
O 1.3978 -0.3918 2.0355 0.7 0.2 1.0 -1.067
C 3.4980 0.9779 1.5866 0.4 -0.1 -0.2 -0.244
C 4.3360 1.6224 2.4882 0.0 -0.1 -0.2 -0.212
C 5.7089 1.5245 2.3182 0.1 0.0 0.0 -0.208
C 6.2282 0.7783 1.2687 0.0 0.0 0.1 -0.197
C 5.3793 0.1377 0.3769 0.1 -0.1 -0.1 -0.199
C 3.9997 0.2299 0.5049 -0.3 0.3 0.2 -0.345
P 2.8310 -0.6337 -0.6639 1.2 -0.6 -0.4 0.848
C 3.4894 -0.1397 -2.3122 0.0 0.4 0.1 -0.334
C 4.2161 1.0351 -2.5016 0.1 0.0 -0.1 -0.226
C 4.5357 1.4807 -3.7814 0.0 -0.1 0.1 -0.206
C 4.1236 0.7624 -4.8925 0.0 0.0 0.0 -0.233
C 3.3862 -0.4040 -4.7177 0.0 0.0 0.0 -0.154
C 3.0637 -0.8437 -3.4428 0.0 -0.1 0.0 -0.244
C 3.5804 -2.3335 -0.4842 0.0 0.0 0.1 -0.226
C 4.4055 -2.9874 -1.3956 -0.1 0.0 0.0 -0.253
C 4.8777 -4.2722 -1.1381 -0.1 0.0 0.1 -0.190
C 4.5522 -4.9228 0.0434 0.0 0.1 -0.1 -0.218
C 3.7542 -4.2730 0.9770 -0.1 0.1 0.0 -0.242
C 3.2756 -2.9978 0.7065 0.0 0.0 0.0 -0.177
H 3.9027 2.1823 3.3073 0.0 0.0 -0.1 0.244
H 6.3755 2.0225 3.0117 0.0 0.0 0.0 0.216
H 7.3010 0.6907 1.1451 0.0 0.0 0.0 0.214
H 5.7963 -0.4486 -0.4342 0.0 0.0 0.0 0.223
H 4.5357 1.6197 -1.6479 0.0 0.0 0.0 0.221
H 5.1045 2.3951 -3.9036 0.0 0.0 0.0 0.212
H 4.3581 1.1151 -5.8896 0.0 0.0 0.0 0.216
H 3.0471 -0.9684 -5.5787 0.0 0.0 0.0 0.207
H 2.4595 -1.7384 -3.3284 0.0 0.0 0.0 0.241
H 4.6799 -2.5057 -2.3237 0.0 0.0 0.0 0.225
H 5.5047 -4.7660 -1.8703 0.0 0.0 0.0 0.213
H 4.9245 -5.9209 0.2394 0.0 0.0 0.0 0.214
H 3.5116 -4.7591 1.9167 0.0 0.0 0.0 0.205
H 2.6891 -2.4549 1.4421 0.0 0.0 0.1 0.199
F -1.9921 -5.1967 -1.8286 -0.2 -0.1 -0.1 -0.297
C -0.8345 -4.8641 -1.2916 0.3 0.2 0.1 0.729
F -0.9318 -4.9755 0.0424 0.0 0.0 0.0 -0.330
F 0.1029 -5.7035 -1.7086 0.1 -0.3 0.0 -0.303
S -0.3255 -3.1270 -1.7715 -0.2 0.3 0.3 2.251
O 0.0898 -2.5145 -0.5095 0.3 -2.4 -1.2 -1.020
O 0.6493 -3.3150 -2.7998 -0.3 0.2 0.1 -0.903
N -1.6505 -2.4548 -2.3086 0.1 0.0 0.3 -1.199
S -2.5455 -1.7744 -1.1687 0.1 -0.4 0.6 2.226
O -2.0982 -0.4626 -0.7667 -2.1 -0.7 -1.2 -0.938
O -2.9076 -2.6941 -0.0995 0.1 0.4 -0.5 -0.964
C -4.0844 -1.4925 -2.0982 0.1 -0.1 -0.1 0.737
F -4.9581 -0.9942 -1.2298 -0.2 0.1 0.0 -0.306
F -4.5537 -2.6295 -2.5953 -0.1 -0.1 0.0 -0.303
F -3.8897 -0.6289 -3.0829 -0.1 0.1 -0.1 -0.299
O -0.3566 -2.9939 1.9453 -0.4 -0.1 -0.1 0.184
N 0.5818 -3.1850 2.4181 0.3 0.2 0.1 0.582
C -4.0497 5.2061 -0.0969 0.1 0.0 0.0 -0.409
N -2.6673 4.8116 0.0191 -0.2 0.0 0.0 -0.419
C -1.6085 5.8130 -0.0111 -0.1 -0.1 0.0 -0.213
C -0.3441 4.9974 0.3009 -0.2 -0.2 0.0 -0.220
N -0.9042 3.7117 0.6909 0.1 0.0 0.1 -0.601
C -2.2317 3.6123 0.4847 0.1 0.1 0.1 0.321
S -3.1554 2.2388 0.7727 0.2 0.4 -0.2 -0.321
H -4.2949 5.9712 0.6467 0.0 0.0 0.0 0.186
H -4.6763 4.3340 0.0679 0.0 0.0 0.0 0.249
H -4.2510 5.6093 -1.0914 0.0 0.0 0.0 0.196
H -1.7956 6.5900 0.7357 0.0 0.0 0.1 0.187
H -1.5613 6.2923 -0.9893 0.0 0.0 0.0 0.200
H 0.2352 5.4333 1.1121 0.0 0.0 0.0 0.205
H 0.3083 4.8994 -0.5680 0.0 0.0 -0.1 0.194
H -0.3229 2.8973 0.8318 0.1 -0.1 0.0 0.452
F 2.0623 2.9579 -6.5364 0.1 0.0 0.0 -0.323
C 0.7505 2.8256 -6.2719 0.0 -0.2 0.2 0.970
F 0.1729 2.3231 -7.3711 0.0 0.0 -0.1 -0.320
F 0.2628 4.0641 -6.0925 0.0 0.1 0.0 -0.322
C 0.5225 1.9662 -5.0576 0.0 0.1 -0.1 -0.132
C 0.9518 2.4170 -3.8223 0.1 0.1 0.0 -0.186
C 0.7470 1.6081 -2.7222 -0.1 -0.3 0.2 0.023
N 0.1558 0.4067 -2.7874 0.0 0.2 -0.3 -0.426
C -0.2500 -0.0090 -3.9907 0.1 0.1 0.3 0.029
C -0.0904 0.7357 -5.1510 -0.1 -0.1 -0.1 -0.191
H 1.4437 3.3755 -3.7155 0.0 0.0 0.0 0.222
H 1.0825 1.9246 -1.7379 0.0 0.0 0.0 0.222
H -0.7268 -0.9809 -4.0354 0.0 0.0 0.1 0.218
H -0.4392 0.3529 -6.1001 0.0 0.0 0.0 0.227
N -1.3843 -1.0934 2.5412 -0.2 -0.1 -0.2 -1.108
S -2.9680 -0.8473 2.4019 0.4 0.3 0.5 1.127
C -3.2753 0.4477 3.6159 -0.1 0.0 -0.1 -0.128
C -2.2364 1.3056 3.9385 0.0 0.1 0.1 -0.233
C -2.4748 2.3239 4.8509 0.0 0.0 0.0 -0.188
C -3.7366 2.4903 5.4038 0.0 0.0 0.0 -0.201
C -4.7737 1.6369 5.0457 0.0 0.0 0.0 -0.207
C -4.5475 0.6064 4.1458 0.0 0.1 0.1 -0.237
C -3.8239 -2.1691 3.2393 -0.1 -0.1 -0.1 -0.172
C -4.9110 -2.7279 2.5910 -0.1 -0.1 0.0 -0.212
C -5.5783 -3.7954 3.1877 0.0 0.1 0.0 -0.205
C -5.1405 -4.2877 4.4068 0.1 0.0 0.0 -0.198
C -4.0360 -3.7188 5.0430 0.0 0.0 0.0 -0.195
C -3.3715 -2.6545 4.4577 -0.1 -0.1 0.1 -0.242
H -1.0522 -0.9265 3.4928 -0.1 -0.1 0.0 0.360
H -1.2619 1.2160 3.4759 0.0 0.0 0.0 0.256
H -1.6650 2.9945 5.1115 0.0 0.0 0.0 0.224
H -3.9155 3.2894 6.1136 0.0 0.0 0.0 0.216
H -5.7622 1.7707 5.4671 0.0 0.0 0.0 0.218
H -5.3541 -0.0624 3.8701 0.0 0.0 0.0 0.223
H -5.2192 -2.3489 1.6221 0.0 0.0 0.1 0.240
H -6.4258 -4.2473 2.6877 0.0 0.0 0.0 0.224
H -5.6556 -5.1219 4.8672 0.0 0.0 0.0 0.220
H -3.6968 -4.1066 5.9954 0.0 0.0 0.0 0.218
H -2.5205 -2.1960 4.9502 0.0 0.0 0.0 0.222



No. 2
15
Properties=species:S:1:pos:R:3:forces:R:3:nbo_charge:R:1 method="wB97M-V/def2-TZVPD" mol_weight_g_mol=113.12 homo_energy_ev=-9.97 homo_lumo_gap_ev=9.89 relative_energy_kcal_mol=49.0
C 0.8314 1.1422 1.2917 -0.6 0.2 -0.2 -0.715
C -1.7573 0.2756 -0.8902 0.6 0.5 0.8 0.520
C 0.8046 -0.2463 0.7264 0.3 -1.1 -0.1 0.531
N -2.2309 -0.9425 -0.5208 0.0 -0.2 -0.2 -0.819
O -2.3093 1.3309 -0.6250 0.3 -0.6 -0.6 -0.610
O 0.2010 -1.1891 1.2138 0.5 1.1 -0.4 -0.515
H -3.0203 -0.9493 0.1127 0.1 0.0 -0.2 0.399
H -1.5829 -1.7179 -0.4419 -0.2 0.3 -0.1 0.406
H 1.0645 1.8764 0.5162 0.2 -0.1 0.1 0.237
H -0.1628 1.3824 1.6798 0.2 -0.1 0.1 0.255
H 1.5674 1.1946 2.0967 0.0 0.0 -0.1 0.252
C 1.6581 -0.4838 -0.4706 0.1 -0.2 0.5 -0.159
C 2.4843 -0.7894 -1.2906 -0.4 0.0 0.1 -0.136
H 3.1791 -1.1131 -2.0309 0.0 0.1 0.0 0.242
H -0.7269 0.2292 -1.3674 -1.1 0.0 0.1 0.111



No. 3
16
Properties=species:S:1:pos:R:3:forces:R:3:nbo_charge:R:1 method="wB97M-V/def2-TZVPD" mol_weight_g_mol=119.19 homo_energy_ev=-8.25 homo_lumo_gap_ev=8.95 relative_energy_kcal_mol=26.3
C 1.0633 0.8114 -0.6955 -1.5 0.7 -0.6 -0.635
C -0.3240 0.1962 -0.4578 -0.5 -0.1 -0.3 0.080
C -1.4092 1.2480 -0.6505 0.3 1.1 -0.9 -0.620
C -0.0965 -1.2438 1.4996 1.4 -1.6 -0.1 0.414
H 1.2139 1.5243 0.1253 0.2 0.0 -0.4 0.230
H 1.8167 0.0710 -0.6793 1.0 -0.5 0.0 0.206
H 1.0415 1.3187 -1.6994 0.2 -0.4 1.1 0.224
H -0.5425 -0.7311 -1.0532 0.3 0.9 0.2 0.184
H -1.3530 1.8116 -1.6044 0.4 -0.6 0.2 0.212
H -2.4087 0.8278 -0.6675 -0.1 0.0 0.7 0.229
H -1.2345 2.0490 0.0968 -0.5 -0.7 -0.1 0.226
H 1.5183 -2.4501 1.3255 -0.1 -0.3 -0.6 0.423
H 1.0378 -1.6189 -0.2058 0.4 -0.5 1.1 0.396
N 0.9015 -1.8728 0.7782 -0.8 0.4 0.4 -0.850
O -0.5252 -0.1590 0.9373 -1.2 1.4 -0.3 -0.505
S -0.6996 -1.7822 2.9507 0.5 0.3 -0.5 -0.215



No. 4
14
Properties=species:S:1:pos:R:3:forces:R:3:nbo_charge:R:1 method="wB97M-V/def2-TZVPD" mol_weight_g_mol=93.13 homo_energy_ev=-8.29 homo_lumo_gap_ev=9.07 relative_energy_kcal_mol=198.0
C 0.3450 -1.7554 -0.3513 0.4 -0.1 -0.1 -0.693
C -0.1415 -0.4381 0.0280 -6.7 -0.9 -0.6 0.190
C -0.2199 0.6268 0.6781 6.5 1.3 0.6 -0.021
C 2.2059 1.4887 0.1455 -0.2 0.3 0.1 -0.104
N 1.6965 0.5621 0.8230 -1.6 1.0 0.9 -0.462
C -2.1012 -0.2187 -0.0988 1.2 -0.9 -0.9 -0.164
C -3.2518 0.1440 -0.2473 0.8 -0.4 0.2 -0.330
H -0.5581 1.6013 0.9626 -0.4 -0.2 0.0 0.268
H 1.3120 -1.9232 0.1231 0.0 0.0 -0.1 0.267
H 0.4470 -1.8231 -1.4353 0.0 0.0 0.1 0.248
H -0.3653 -2.5129 -0.0203 0.0 0.1 0.0 0.262
H 3.2650 1.7342 0.2849 0.1 -0.3 -0.3 0.170
H 1.6494 2.1369 -0.5480 0.0 0.1 0.1 0.140
H -4.2830 0.3775 -0.3441 -0.1 0.1 0.0 0.229